Entry from OMol25: a 13-piece molecular cluster, C52H78O26 overall (ωB97M-V/def2-TZVPD).

Each line ends with the Löwdin charge.
Element x y z (Å)
C1 5.496 -1.306 -4.991  -0.156
C2 3.467 1.607 3.663  -0.139
C3 -2.017 -2.123 -3.935  -0.145
O1 0.312 0.343 2.232  0.110
H1 -7.998 -0.059 -0.254  0.128
O2 0.883 -0.627 0.315  0.037
H2 -1.047 0.570 -1.918  0.089
H3 -2.806 -1.063 -6.540  0.137
H4 -1.052 -3.144 1.385  0.120
C4 5.195 1.229 5.132  -0.486
O3 -4.164 -3.620 2.175  0.024
O4 3.716 -2.714 -1.026  0.025
O5 -1.922 0.461 6.864  0.019
H5 5.276 -0.291 -6.911  0.126
O6 3.510 -0.443 -5.921  0.001
C5 4.925 -0.271 -4.038  -0.064
O7 -2.971 1.470 2.888  0.134
H6 5.272 -5.484 -0.771  0.124
C6 -0.124 3.500 2.789  -0.159
H7 -4.612 1.506 0.311  0.140
C7 -1.011 -0.066 -1.044  -0.135
O8 5.273 -3.434 -2.452  0.115
C8 -0.910 4.572 3.550  -0.135
C9 -1.248 -1.566 5.822  -0.133
C10 -3.981 -1.617 -5.018  -0.488
C11 -5.941 -0.212 0.570  -0.134
H8 5.564 0.599 -3.896  0.117
H9 -5.356 0.209 3.709  0.116
C12 1.615 -4.822 -4.674  -0.133
C13 -4.101 -4.337 1.038  -0.510
H10 4.222 1.734 -0.848  0.108
H11 -3.089 -1.958 2.815  0.108
H12 -0.122 4.365 -5.962  0.123
H13 5.243 -2.312 -4.647  0.084
C14 -1.008 0.730 0.249  -0.072
H14 -0.727 1.751 -0.037  0.121
O9 -1.034 3.181 -2.123  0.129
C15 4.972 -4.552 -0.294  -0.068
H15 -0.848 -0.724 -5.194  0.116
C16 0.192 5.161 4.436  -0.067
C17 -0.893 0.780 6.045  -0.484
H16 -1.690 4.115 4.154  0.101
C18 -7.053 0.478 -0.190  -0.138
C19 -2.779 -4.098 0.325  -0.058
H17 -6.462 2.897 3.736  0.126
H18 -2.743 1.895 -3.839  0.087
C20 0.999 -4.500 -2.396  -0.520
C21 -2.114 -3.036 1.173  -0.138
C22 -2.302 2.834 -4.162  -0.067
C23 -5.179 0.617 -1.487  -0.497
H19 -6.471 1.433 5.655  0.121
C24 0.416 -0.656 -1.040  -0.121
H20 -1.692 -0.912 -0.974  0.087
H21 0.208 4.588 5.370  0.123
H22 -2.254 -5.059 0.352  0.132
H23 3.172 -2.678 1.080  0.128
C25 -1.824 2.987 -5.598  -0.132
H24 4.055 1.568 6.966  0.122
H25 -1.768 0.023 -3.876  0.076
H26 -0.098 2.572 3.361  0.095
H27 2.484 0.504 5.134  0.104
H28 0.136 6.220 4.661  0.124
H29 -1.970 -1.664 5.012  0.089
C26 4.381 3.191 -2.554  -0.146
H30 -1.599 -1.237 7.984  0.125
H31 4.213 2.931 5.864  0.137
H32 -4.005 0.068 4.825  0.109
H33 3.082 -3.347 -4.049  0.113
H34 6.364 2.529 -0.634  0.127
H35 -3.055 -1.313 6.967  0.117
C27 3.644 -4.593 0.451  -0.135
H36 -3.040 3.616 -3.961  0.137
H37 5.555 3.548 0.557  0.121
H38 -3.418 0.359 -5.645  0.114
C28 -0.351 3.432 -5.455  -0.133
C29 -1.113 3.182 -3.301  -0.507
C30 -5.628 2.944 4.442  -0.117
O10 0.444 -4.627 -1.363  0.125
O11 4.806 1.069 3.840  0.015
C31 1.373 -5.605 -3.378  -0.051
C32 0.102 0.151 1.076  -0.483
C33 -2.968 -0.622 -5.550  -0.069
H39 3.015 -5.360 -0.013  0.108
H40 2.464 -5.252 -5.207  0.117
H41 2.882 1.108 2.893  0.113
O12 -5.089 -1.813 -5.425  0.126
H42 -0.591 3.268 1.836  0.116
C34 4.053 1.846 5.918  -0.066
H43 -1.794 2.034 -6.128  0.095
C35 5.594 3.290 -0.494  -0.065
C36 -4.719 0.471 -0.045  -0.059
O13 6.502 5.482 -1.105  0.129
H44 0.738 -4.868 -5.314  0.116
C37 -2.025 -0.966 7.017  -0.149
C38 4.248 2.806 -1.072  -0.139
H45 -2.413 3.657 -6.216  0.112
H46 5.790 -4.201 0.335  0.134
C39 4.691 -3.572 -1.419  -0.479
H47 -3.730 0.048 0.073  0.091
O14 2.590 5.134 3.982  0.119
H48 2.063 2.286 5.198  0.102
H49 1.952 -3.264 -0.057  0.092
H50 1.668 -2.632 -4.802  0.125
H51 -1.403 -2.901 -4.394  0.119
O15 -4.535 0.577 -2.470  0.145
O16 -0.078 3.564 -4.060  0.039
O17 -4.477 2.942 3.544  0.036
O18 2.757 0.821 -4.232  0.108
C40 -0.226 -0.473 5.520  -0.067
H52 3.339 3.182 -0.610  0.113
O19 1.201 4.037 2.641  0.025
H53 4.541 -1.981 -6.844  0.121
C41 -1.768 -0.773 -4.616  -0.131
C42 -4.715 0.771 4.397  -0.068
C43 -3.911 1.740 3.539  -0.530
H54 -2.852 -3.860 -0.732  0.122
H55 -2.429 -3.532 3.292  0.120
C44 5.884 4.498 -1.366  -0.484
O20 -0.567 1.898 5.840  0.133
O21 -4.947 -5.092 0.730  0.148
H56 0.288 2.633 -5.832  0.120
H57 0.533 -6.288 -3.435  0.127
H58 0.724 -0.594 6.042  0.125
H59 -0.027 -0.407 4.452  0.102
C45 1.475 4.808 3.719  -0.506
H60 2.251 -6.101 -2.964  0.129
H61 -0.802 -2.511 6.121  0.117
H62 -1.810 -2.100 -2.868  0.101
C46 3.018 -3.206 0.134  -0.138
C47 -2.917 -2.981 2.485  -0.141
O22 6.303 0.961 5.512  0.107
H63 -2.252 -2.054 0.712  0.089
H64 -5.689 3.889 4.971  0.127
C48 2.000 -3.446 -4.159  -0.132
H65 4.714 2.369 -3.188  0.087
O23 -3.401 -2.426 -4.094  0.030
H66 -5.982 0.027 1.637  0.094
H67 0.466 -1.674 -1.418  0.098
H68 -1.924 0.842 0.819  0.089
O24 5.222 4.358 -2.548  0.023
H69 6.571 -1.400 -5.148  0.121
H70 3.385 3.460 -2.898  0.120
C49 4.776 -1.061 -6.322  -0.116
H71 -7.324 1.457 0.223  0.127
O25 1.334 -3.299 -2.891  0.005
H72 4.687 -0.711 -3.070  0.119
H73 3.664 2.623 3.307  0.118
C50 3.611 0.117 -4.691  -0.489
H74 -5.950 -1.298 0.508  0.123
O26 -6.523 0.649 -1.529  0.042
H75 -4.908 1.913 6.221  0.122
H76 1.027 -0.036 -1.699  0.130
H77 -1.328 5.290 2.846  0.117
H78 3.710 -4.776 1.518  0.113
C51 -5.467 1.696 5.309  -0.143
C52 2.831 1.533 5.053  -0.135

Output
HOMO level = -9.668 eV
HOMO-LUMO gap = 9.8341 eV
Molecular weight = 1119.17 g mol⁻¹
Net charge = 0
Relative energy (zero: lowest compared OMol25 entry of this formula, charge and spin) = 0.551 eV